A cluster of 2 separate species, C6H14Cl2NO2 in total at a distorted geometry, computed with ωB97M-V with the def2-TZVPD basis set.

Total charge ... +1
HOMO-LUMO gap (alpha / beta) ... 7.6 / 8.8 eV
Highest occupied orbital energy (alpha / beta) ... -11.84 / -12.42 eV
Energy above the lowest of the compared OMol25 structures with the same formula, charge and spin ... 226.65 kJ/mol

CARTESIAN COORDINATES (ANGSTROEM)
C  -0.2007  0.7399  -1.8245
C  -2.0362  0.8443  -0.1593
C  1.6182  -2.0167  0.5458
C  -0.8221  0.1251  -0.6286
C  1.4834  -0.5039  0.3553
C  2.0918  0.6453  2.7375
N  0.1096  0.0306  0.5519
O  2.2921  0.2913  -0.2967
O  0.8645  0.8220  3.1765
Cl  2.6915  2.1170  1.8162
Cl  3.3599  -0.0332  3.6909
H  0.7465  0.3976  -1.9788
H  -0.8049  0.4432  -2.7425
H  -0.1272  1.8125  -1.9033
H  -1.8551  1.8384  -0.2609
H  -2.4321  0.3569  0.6771
H  -2.8059  0.6951  -1.0067
H  1.4699  -2.6228  -0.3010
H  2.6127  -2.2012  0.9020
H  0.8579  -2.4877  1.1284
H  -0.9398  -0.9637  -0.7348
H  0.2116  1.0443  1.0260
H  -0.3466  -0.6667  1.1833
H  2.5793  1.1434  0.1917
H  0.8393  1.1103  4.0206

Force components x, y, z for each atom (eV/Å):
-2.343 0.077 -2.134
-1.744 -3.094 -3.694
0.426 1.741 -0.355
0.412 -1.054 0.228
-0.301 -0.121 2.004
1.375 -0.093 -2.290
0.918 2.121 1.807
0.545 -0.148 -0.504
-0.382 -1.667 -3.695
-0.103 -0.099 0.764
-0.724 0.103 0.009
2.538 -1.118 -0.594
0.621 0.251 1.164
-0.294 0.554 0.662
0.352 3.139 0.993
-0.781 0.206 1.684
0.900 0.016 1.302
0.288 -0.293 -2.034
0.386 -0.296 0.416
-0.454 0.374 1.407
-0.685 0.322 -0.856
-0.479 -2.779 -0.868
0.398 1.334 0.033
-0.510 -1.129 -0.297
-0.358 1.652 4.848